Record 1
18
Properties=species:S:1:pos:R:3:forces:R:3 method="wB97M-V/def2-TZVPD" gap_ev=9.77 e_tot_ev=-10476.97372 e_homo_ev=-8.9 smiles="CC[C@@]1(O)C=COC1" e_above_lowest_kj_mol=211.90 molar_mass_g_mol=114.1
C 2.342 -0.967 0.128 -0.885 -0.160 -0.853
C 1.683 0.470 0.171 0.746 0.895 -0.191
C 0.102 0.467 -0.006 2.734 1.769 -1.257
C -0.728 0.182 1.186 -0.569 -0.254 -0.413
C -1.517 -0.926 -0.694 1.355 -0.138 2.248
C -0.324 -0.495 -1.027 -0.474 0.170 0.223
H 3.456 -1.120 -0.102 -1.605 0.835 0.738
H 1.812 -1.432 -0.736 0.640 -0.071 0.548
H 2.006 -1.571 0.997 0.557 0.351 -0.331
H 2.147 1.132 -0.624 -0.809 -0.929 0.510
H 1.924 1.045 1.082 -0.034 -0.472 0.008
H -0.447 2.502 0.031 0.451 -1.553 -0.804
H -0.187 -0.410 1.928 -0.148 0.495 0.362
H -1.153 1.172 1.475 0.176 -1.082 0.645
H -2.133 -1.556 -1.276 -1.062 -0.504 0.150
H 0.271 -0.678 -1.868 0.195 -0.082 -1.360
O -0.366 1.738 -0.615 0.375 0.902 1.143
O -1.764 -0.671 0.683 -1.643 -0.171 -1.365


Record 2
7
Properties=species:S:1:pos:R:3:forces:R:3 method="wB97M-V/def2-TZVPD" gap_ev="7.78 / 7.20" e_tot_ev=-7335.02285 e_homo_ev="-3.1 / -2.5" e_above_lowest_kj_mol=549.49 molar_mass_g_mol=64.0 charge=-1
C -0.298 -0.469 -0.333 0.239 -0.173 -0.625
N -0.303 0.721 0.451 1.030 0.449 1.790
O 1.290 0.366 1.828 -1.342 0.027 -1.232
F 0.291 1.743 -0.344 -0.082 -0.451 -0.271
H -0.779 -1.235 0.276 0.074 0.064 0.044
H -0.899 -0.310 -1.249 0.050 -0.024 0.157
H 0.698 -0.817 -0.629 0.032 0.107 0.138


Record 3
20
Properties=species:S:1:pos:R:3:forces:R:3 method="wB97M-V/def2-TZVPD" gap_ev=5.87 e_tot_ev=-37077.43605 e_homo_ev=0.1 molar_mass_g_mol=236.1 charge=-2
C -0.277 -1.887 1.831 0.505 0.081 2.360
C -1.606 -0.445 0.563 1.876 -0.019 -0.200
C -2.490 -1.626 2.266 0.687 -0.853 0.047
C -0.394 -1.119 0.724 1.552 0.970 -1.168
C 1.678 0.585 -1.796 -2.701 0.455 0.856
N -1.378 -2.188 2.617 2.267 -1.261 0.089
N -2.576 -0.678 1.396 -3.028 1.996 -1.757
O 0.850 3.342 -1.987 -0.741 -0.219 -2.764
O 1.572 2.341 0.213 0.085 0.437 -0.059
O -0.738 1.883 -0.889 -1.661 -1.039 0.149
O 3.015 0.910 -1.658 0.485 -3.576 -2.348
O 1.791 -2.030 -0.715 1.306 -0.985 0.749
P 0.924 -0.823 -0.754 -1.400 -1.008 -1.530
P 0.730 1.991 -0.985 1.527 0.823 -0.624
H 0.751 -2.113 2.267 -1.498 -0.319 -0.799
H -1.537 0.340 -0.205 -1.060 0.017 0.391
H -3.407 -2.041 2.616 -0.696 0.000 0.921
H 3.044 1.616 -1.099 0.382 3.282 2.982
H 0.265 3.205 -2.835 1.655 0.117 2.740
H -0.219 -1.262 -1.572 0.459 1.099 -0.036


Record 4
20
Properties=species:S:1:pos:R:3:forces:R:3 method="wB97M-V/def2-TZVPD" gap_ev=10.12 e_tot_ev=-9941.26307 e_homo_ev=-9.4 e_above_lowest_kj_mol=283.04 molar_mass_g_mol=107.2
C 0.559 1.542 -0.801 1.569 5.593 0.147
O 0.450 0.617 0.300 -1.652 -0.993 -5.292
C -0.772 2.269 -1.008 -0.159 -0.441 0.121
N -1.699 1.338 -1.659 0.110 -0.014 0.231
H 0.917 1.251 -1.817 0.021 -0.938 0.719
H 1.246 2.354 -0.524 0.264 -0.244 0.025
H 1.494 -0.323 1.377 0.277 -0.584 0.304
H -1.156 2.473 -0.005 -0.041 0.088 -0.160
H -0.611 3.231 -1.514 -0.041 -0.204 -0.128
H -0.013 0.299 -0.650 -0.261 -2.628 4.232
H -1.543 1.228 -2.649 0.105 0.180 -0.137
H -2.664 1.593 -1.521 -0.131 -0.031 0.032
C 1.176 -2.209 1.098 0.021 0.759 -0.049
O 1.827 -1.143 1.795 -0.183 -0.114 -0.113
C -0.292 -2.336 1.490 0.615 -0.298 0.162
H 1.735 -3.121 1.304 -0.012 0.023 -0.038
H 1.231 -1.981 0.026 0.091 -0.313 -0.036
H -0.791 -3.028 0.804 -0.129 0.076 0.164
H -0.737 -1.349 1.436 -0.287 0.035 -0.041
H -0.359 -2.706 2.518 -0.177 0.047 -0.144


Record 5
11
Properties=species:S:1:pos:R:3:forces:R:3 method="wB97M-V/def2-TZVPD" gap_ev="10.66 / 7.32" e_tot_ev=-16332.48785 e_homo_ev="-15.9 / -16.5" molar_mass_g_mol=145.1 charge=+1 spin_multiplicity=3
C -1.401 0.310 0.051 1.447 2.146 2.866
C 1.748 1.633 -0.162 0.867 2.947 0.441
C 1.085 -2.263 0.425 4.361 -2.361 -1.525
N -0.816 -0.895 0.470 0.353 -2.613 0.135
N 0.219 -1.462 0.184 -2.180 1.545 0.253
O -0.956 1.252 0.621 -0.471 0.886 -0.284
O 1.150 0.770 -0.594 -0.850 -3.220 -1.492
O 2.054 -2.875 0.205 -1.748 0.551 1.286
O 2.243 2.596 0.204 0.827 0.475 0.626
O -2.399 0.110 -0.661 0.502 -4.665 -1.608
H -2.925 0.825 -0.743 -3.109 4.310 -0.700


Record 6
8
Properties=species:S:1:pos:R:3:forces:R:3 method="wB97M-V/def2-TZVPD" gap_ev="6.72 / 8.69" e_tot_ev=-6948.64951 e_homo_ev="-10.8 / -12.8" e_above_lowest_kj_mol=55.26 molar_mass_g_mol=197.9 charge=+1 spin_multiplicity=2
O 0.066 -1.456 0.885 -0.358 -0.599 -0.143
C 1.064 -1.139 1.640 0.579 -0.664 -0.808
C 1.991 -0.193 1.103 -0.451 -0.434 -1.267
O 1.726 0.229 -0.072 0.531 0.328 0.700
Cs -1.223 1.222 -0.591 0.369 -0.112 0.283
Li 0.736 -2.270 -0.734 -0.041 0.637 0.884
H 1.366 -1.830 2.437 -0.317 0.541 0.326
H 2.964 -0.018 1.582 -0.311 0.303 0.025


Record 7
15
Properties=species:S:1:pos:R:3:forces:R:3 method="wB97M-V/def2-TZVPD" gap_ev="6.66 / 8.11" e_tot_ev=-11999.05076 e_homo_ev="-5.8 / -9.6" molar_mass_g_mol=118.1 spin_multiplicity=3
C -0.916 -0.319 -0.449 -3.968 -0.074 -0.129
C 1.045 -0.416 2.052 3.796 0.402 -1.407
C 1.003 1.027 1.589 3.883 -1.416 -1.529
C 1.063 -0.091 0.624 1.337 1.133 2.469
N -1.756 -0.178 -2.723 -0.821 1.393 0.674
N -0.848 0.158 -1.679 1.900 -0.335 -0.656
O -1.928 -0.619 0.141 0.541 -0.590 -0.002
F 1.944 -0.265 -0.364 0.391 -0.323 0.054
H 1.968 -0.788 2.504 0.002 0.343 0.007
H 0.248 -0.884 2.445 -3.086 -1.349 1.241
H 0.204 1.615 1.599 -3.793 2.056 0.424
H 1.907 1.658 1.633 -0.115 -0.599 0.325
H -2.542 -0.487 -2.168 -0.528 -0.133 -0.472
H -1.491 -0.894 -3.375 0.775 -0.542 0.305
H 0.098 0.483 -1.827 -0.313 0.035 -1.305


Record 8
11
Properties=species:S:1:pos:R:3:forces:R:3 method="wB97M-V/def2-TZVPD" gap_ev=6.09 e_tot_ev=-11956.43683 e_homo_ev=-21.5 e_above_lowest_kj_mol=0.00 molar_mass_g_mol=277.5 charge=+2
C 1.479 0.217 -0.063 -1.161 0.453 0.933
C 0.297 -0.686 0.223 2.828 -0.554 0.011
C -1.064 0.159 0.014 -0.805 1.627 0.099
O -1.662 0.583 0.993 0.508 -1.055 1.304
O -1.418 0.310 -1.150 0.997 -1.343 -1.509
H 1.737 0.737 0.845 0.320 0.151 0.270
H 2.298 -0.433 -0.369 0.254 -0.263 -0.337
H 1.281 0.971 -0.810 0.279 -0.005 -0.675
H 0.207 -1.504 -0.480 -0.556 -0.079 -0.402
H 0.310 -1.049 1.240 -0.580 0.083 0.408
Tl -3.464 0.694 -0.445 -2.082 0.983 -0.102


Record 9
16
Properties=species:S:1:pos:R:3:forces:R:3 method="wB97M-V/def2-TZVPD" gap_ev=9.64 e_tot_ev=-30728.80581 e_homo_ev=-8.9 smiles=SCc1ccc(Cl)cc1 e_above_lowest_kj_mol=25.39 molar_mass_g_mol=158.7
C -0.365 -2.044 0.388 2.882 -0.514 1.305
C -0.078 -0.625 0.059 1.668 0.507 -0.882
C -1.006 0.348 -0.116 -3.619 -0.617 0.063
C -0.813 1.639 -0.450 0.884 4.767 -1.273
C 0.522 2.030 -0.717 0.063 -0.695 0.502
C 1.548 1.064 -0.550 1.746 1.564 -1.191
C 1.246 -0.225 -0.219 -1.586 0.640 0.899
H -1.393 -1.700 2.393 -0.835 -0.590 -0.722
H 0.701 -2.289 1.025 -3.231 -0.372 -1.722
H -0.444 -2.606 -0.551 0.380 -0.217 0.349
H -2.078 0.144 -0.084 0.257 -0.652 0.548
H -1.674 2.512 -0.551 2.250 -2.783 0.282
H 2.703 1.230 -0.734 -2.717 0.367 0.337
H 2.108 -0.769 -0.006 0.964 -1.705 0.180
S -1.893 -2.374 1.285 0.993 0.633 1.233
Cl 0.917 3.666 -1.171 -0.099 -0.334 0.094